An isolated molecule of C5H11N3O2 in a non-equilibrium geometry. Source: the OMol25 dataset; level of theory: ωB97M-V with the def2-TZVPD basis set.

The spin multiplicity is 1. The calculation puts the maximum force at 6.86 eV/A. The energy comes out at -511.73283 Ha.

Each atom is followed by the atoms it is bonded to, with distances in Å.
Element x y z (Å)
1 O 2.82 1.15 -0.98  C5 1.206
2 N 0.79 1.09 0.77  N3 1.312, N6 1.324
3 N -0.42 1.34 0.34  N2 1.312, C9 1.463
4 O -0.83 1.93 3.44  C10 1.412, H11 0.990
5 C 2.21 0.11 -0.89  O1 1.206, N6 1.412, C7 1.535
6 N 1.28 0.02 0.17  N2 1.324, C5 1.412, C8 1.509
7 C 2.48 -1.02 -1.89  C5 1.535, H12 1.135, H13 1.156, H14 1.057
8 C 1.18 -1.33 0.84  N6 1.509, H15 1.099, H16 1.099, H17 1.168
9 C -0.93 2.55 1.00  N3 1.463, C10 1.590, H18 1.072, H19 1.092
10 C -1.69 2.21 2.36  O4 1.412, C9 1.590, H20 1.060, H21 1.074
11 H 0.02 1.54 3.12  O4 0.990
12 H 1.42 -1.41 -2.06  C7 1.135
13 H 3.15 -1.85 -1.45  C7 1.156
14 H 2.79 -0.72 -2.86  C7 1.057
15 H 1.74 -1.31 1.79  C8 1.099
16 H 0.19 -1.57 1.25  C8 1.099
17 H 1.42 -2.18 0.08  C8 1.168
18 H -1.69 2.75 0.27  C9 1.072
19 H -0.21 3.37 1.03  C9 1.092
20 H -2.25 3.07 2.61  C10 1.060
21 H -2.35 1.38 2.17  C10 1.074



An isolated molecule of C5H9NO in a non-equilibrium geometry. Source: the OMol25 dataset; level of theory: ωB97M-V with the def2-TZVPD basis set.

The spin multiplicity is 1. The calculation puts the maximum force at 9.03 eV/A. The energy comes out at -325.63745 Ha.

Each atom is followed by the atoms it is bonded to, with distances in Å.
Element x y z (Å)
1 C -1.92 -0.70 0.19  C2 1.429, H6 1.016, H7 1.169, H8 0.928
2 C -0.78 -0.14 -0.48  C1 1.429, C5 1.500, H9 1.117, O16 1.502
3 C 0.75 1.44 0.41  C4 1.538, H10 0.991, H11 1.170, O16 1.423
4 C 1.39 0.22 -0.28  C3 1.538, C5 1.329, H12 1.072, N15 1.428
5 C 0.49 -0.67 0.11  C2 1.500, C4 1.329, H14 1.164, N15 1.574
6 H -1.82 -0.59 1.19  C1 1.016
7 H -2.91 -0.17 -0.12  C1 1.169
8 H -2.14 -1.54 -0.14  C1 0.928
9 H -0.62 -0.24 -1.58  C2 1.117
10 H 0.99 2.35 0.09  C3 0.991
11 H 0.45 1.47 1.54  C3 1.170
12 H 1.44 0.46 -1.32  C4 1.072
13 H 2.80 -1.33 -0.68  N15 1.165
14 H 0.34 -0.90 1.24  C5 1.164
15 N 2.03 -0.99 0.13  C4 1.428, C5 1.574, H13 1.165
16 O -0.48 1.32 -0.30  C2 1.502, C3 1.423



A cluster of 12 separate species, C21H66O12 in total in a non-equilibrium geometry. Source: the OMol25 dataset; level of theory: ωB97M-V with the def2-TZVPD basis set.

The spin multiplicity is 1. The calculation puts the maximum force at 2.69 eV/A. The energy comes out at -1742.46801 Ha.

Each atom is followed by the atoms it is bonded to, with distances in Å.
Element x y z (Å)
1 O 2.67 -1.73 1.44  H2 0.957, H3 0.983
2 H 2.37 -0.88 1.11  O1 0.957
3 H 3.63 -1.66 1.64  O1 0.983
4 C -1.03 -4.03 -0.90  C5 1.515, H8 1.097, H9 1.097, H10 1.088
5 C -1.62 -5.41 -1.10  C4 1.515, C6 1.541, O7 1.462, H11 1.080
6 C -2.86 -5.71 -0.24  C5 1.541, H12 1.070, H13 1.080, H14 1.077
7 O -1.94 -5.45 -2.53  C5 1.462, H15 0.953
8 H -0.17 -3.93 -1.58  C4 1.097
9 H -0.72 -3.93 0.14  C4 1.097
10 H -1.77 -3.27 -1.16  C4 1.088
11 H -0.83 -6.12 -0.91  C5 1.080
12 H -3.56 -4.90 -0.29  C6 1.070
13 H -2.52 -5.90 0.76  C6 1.080
14 H -3.34 -6.60 -0.62  C6 1.077
15 H -2.28 -6.31 -2.73  O7 0.953
16 C -4.41 -2.17 3.95  C17 1.498, H20 1.085, H21 1.083, H22 1.087
17 C -3.98 -1.69 2.60  C16 1.498, C18 1.527, O19 1.442, H23 1.112
18 C -3.63 -2.83 1.64  C17 1.527, H24 1.109, H25 1.094, H26 1.096
19 O -4.93 -0.77 2.03  C17 1.442, H27 0.994
20 H -3.66 -2.82 4.39  C16 1.085
21 H -5.33 -2.73 3.89  C16 1.083
22 H -4.58 -1.29 4.57  C16 1.087
23 H -3.06 -1.10 2.81  C17 1.112
24 H -3.05 -3.58 2.21  C18 1.109
25 H -3.03 -2.49 0.79  C18 1.094
26 H -4.53 -3.33 1.26  C18 1.096
27 H -4.67 -0.65 1.08  O19 0.994
28 C 4.78 1.49 -0.44  C29 1.542, H32 1.077, H33 1.074, H34 1.099
29 C 5.65 2.32 0.52  C28 1.542, C30 1.549, O31 1.435, H35 1.086
30 C 5.22 2.13 2.00  C29 1.549, H36 1.075, H37 1.084, H38 1.085
31 O 7.01 1.91 0.32  C29 1.435, H39 0.971
32 H 3.76 1.76 -0.21  C28 1.077
33 H 4.97 0.45 -0.27  C28 1.074
34 H 5.08 1.78 -1.46  C28 1.099
35 H 5.54 3.36 0.24  C29 1.086
36 H 4.16 2.28 2.04  C30 1.075
37 H 5.70 2.84 2.65  C30 1.084
38 H 5.49 1.14 2.35  C30 1.085
39 H 7.59 2.67 0.48  O31 0.971
40 C 1.81 2.66 -3.05  C41 1.542, H44 1.092, H45 1.081, H46 1.086
41 C 1.33 3.86 -2.21  C40 1.542, C42 1.461, O43 1.428, H47 1.071
42 C 2.35 4.91 -2.24  C41 1.461, H48 1.092, H49 1.098, H50 1.127
43 O 0.07 4.27 -2.75  C41 1.428, H51 0.959
44 H 1.99 2.97 -4.08  C40 1.092
45 H 1.05 1.89 -3.04  C40 1.081
46 H 2.76 2.34 -2.64  C40 1.086
47 H 1.06 3.66 -1.20  C41 1.071
48 H 2.10 5.74 -1.57  C42 1.092
49 H 2.50 5.35 -3.24  C42 1.098
50 H 3.36 4.54 -1.94  C42 1.127
51 H 0.21 4.68 -3.60  O43 0.959
52 C 0.59 -0.78 -1.02  C53 1.490, H56 1.086, H57 1.076, H58 1.100
53 C 0.16 0.32 -0.11  C52 1.490, C54 1.554, O55 1.461, H59 1.110
54 C -1.12 -0.09 0.67  C53 1.554, H60 1.091, H61 1.116, H62 1.077
55 O 1.31 0.58 0.75  C53 1.461, H63 0.976
56 H 1.49 -0.50 -1.54  C52 1.086
57 H -0.20 -0.95 -1.73  C52 1.076
58 H 0.74 -1.70 -0.43  C52 1.100
59 H -0.02 1.27 -0.67  C53 1.110
60 H -1.07 -1.13 0.99  C54 1.091
61 H -1.96 0.05 -0.04  C54 1.116
62 H -1.31 0.53 1.54  C54 1.077
63 H 1.00 1.27 1.37  O55 0.976
64 C -2.35 0.19 -3.73  O65 1.399, H66 1.090, H67 1.106, H68 1.108
65 O -2.79 -0.77 -2.82  C64 1.399, H69 0.972
66 H -2.33 1.15 -3.21  C64 1.090
67 H -1.31 -0.05 -4.03  C64 1.106
68 H -3.06 0.29 -4.57  C64 1.108
69 H -2.59 -1.66 -3.13  O65 0.972
70 C 1.21 3.23 3.51  O71 1.441, H72 1.106, H73 1.093, H74 1.082
71 O 0.47 2.29 2.70  C70 1.441, H75 0.964
72 H 0.49 3.79 4.13  C70 1.106
73 H 2.00 2.78 4.11  C70 1.093
74 H 1.69 3.88 2.79  C70 1.082
75 H 0.18 1.58 3.29  O71 0.964
76 C 0.26 -1.63 3.84  O77 1.416, H78 1.103, H79 1.088, H80 1.101
77 O 1.39 -2.49 3.73  C76 1.416, H81 0.976
78 H -0.61 -2.09 3.34  C76 1.103
79 H 0.08 -1.60 4.91  C76 1.088
80 H 0.43 -0.61 3.46  C76 1.101
81 H 1.80 -2.39 2.85  O77 0.976
82 C -2.05 3.60 0.05  O83 1.410, H84 1.100, H85 1.104, H86 1.099
83 O -2.01 4.77 -0.75  C82 1.410, H87 0.965
84 H -2.86 3.74 0.78  C82 1.100
85 H -2.34 2.76 -0.60  C82 1.104
86 H -1.10 3.41 0.55  C82 1.099
87 H -1.37 4.68 -1.46  O83 0.965
88 C -5.15 0.97 -1.17  O89 1.413, H90 1.092, H91 1.087, H92 1.114
89 O -4.40 -0.12 -0.67  C88 1.413, H93 0.963
90 H -6.04 0.64 -1.72  C88 1.092
91 H -5.50 1.54 -0.32  C88 1.087
92 H -4.54 1.63 -1.83  C88 1.114
93 H -3.85 -0.56 -1.31  O89 0.963
94 C 4.13 -1.57 -2.20  O95 1.426, H96 1.094, H97 1.088, H98 1.077
95 O 3.74 -2.78 -2.85  C94 1.426, H99 0.945
96 H 5.09 -1.65 -1.69  C94 1.094
97 H 4.15 -0.78 -2.95  C94 1.088
98 H 3.35 -1.33 -1.49  C94 1.077
99 H 3.48 -3.39 -2.17  O95 0.945



Relative energy (zero: lowest compared OMol25 entry of this formula, charge and spin) values (in kJ/mol) by entry order: 455.2 787.9 299.9.
Frontier orbital gap values (in eV) by entry order: 8.81 10.24 9.73.